A) 2 unconnected molecules or ions with the total composition C3H5N3. Source: OMol25; level of theory: ωB97M-V/def2-TZVPD.

Cartesian coordinates (Å):
C: -1.6159 0.3325 0.1073
C: 1.3072 -0.5200 0.2748
C: 1.8222 0.7577 -0.1580
N: -2.0426 -0.8532 -0.2130
N: -1.1590 1.3230 0.4869
N: 0.8284 -1.5502 0.5221
H: 1.4390 1.4826 0.4412
H: 2.9381 0.6277 -0.0669
H: 1.4090 0.8111 -1.1788
H: -2.8997 -0.8154 -0.8099
H: -2.0266 -1.5961 0.5943

Output
SMILES: CC#N.N#CN
molecular weight: 83.1 g/mol
Kohn-Sham gap: 0.396 hartree

Mulliken atomic charge list, values in e, 5 entries:
1 C 0.40
2 C 0.38
3 C -0.80
4 N -0.49
5 N -0.46


B) C3H5N3 in the gas phase. Source: OMol25; level of theory: ωB97M-V/def2-TZVPD.

Cartesian coordinates (Å):
C: -1.7686 0.2655 0.3252
N: -0.3862 0.2981 -0.1192
C: 0.6176 0.5245 0.7093
C: 1.9107 0.0964 0.3008
N: 1.9110 -0.7548 -0.7378
N: 1.4824 -1.4193 -1.5563
H: -2.2862 -0.5153 -0.2408
H: -1.7582 0.0009 1.3809
H: -2.2923 1.2167 0.1917
H: -0.2613 0.0440 -1.1023
H: 2.8311 0.2433 0.8483

Output
molecular weight: 83.1 g/mol
Kohn-Sham gap (alpha / beta): 0.307 / 0.307 hartree

Mulliken atomic charge list, values in e, 5 entries:
1 C -0.80
2 N -0.11
3 C -0.32
4 C -0.17
5 N 0.39


Here is how they stack up, most stable first: A), B).


A) C3H5N3 in the gas phase. Source: OMol25; level of theory: ωB97M-V/def2-TZVPD.

Cartesian coordinates (Å):
C: 0.3843 -0.8037 -0.0193
C: 0.1179 0.1224 1.2064
C: -0.7889 1.4135 0.6202
H: 1.1368 -2.3280 0.5313
H: -0.5493 -0.5371 1.8596
H: 1.1127 0.1249 1.5188
H: -1.2607 2.1777 1.1192
H: -0.2070 -0.3776 -1.8207
N: 0.8125 -1.8792 -0.3859
N: -0.6172 1.2832 -0.6393
N: 0.0173 0.1028 -0.9822

Output
SMILES: [H]/N=C1\CC=NN1
molecular weight: 83.1 g/mol
Kohn-Sham gap: 0.366 hartree

Mulliken atomic charge list, values in e, 5 entries:
1 C 0.37
2 C -0.52
3 C -0.18
4 H 0.25
5 H 0.26


B) C3H5N3 in the gas phase. Source: OMol25; level of theory: ωB97M-V/def2-TZVPD.

Cartesian coordinates (Å):
N: 1.3168 -0.9919 0.9477
C: 0.1284 -0.5901 0.4369
N: 1.0745 1.0059 -1.3664
N: -0.0865 1.2580 -1.1241
C: -0.8303 0.5996 -0.0083
C: -1.0961 -0.8266 0.0601
H: 1.3932 -1.6354 1.7199
H: 2.1679 -0.6584 0.5197
H: -0.6012 2.0206 -1.6062
H: -1.5618 1.3314 0.4036
H: -1.9232 -1.5086 0.0310

Output
molecular weight: 83.1 g/mol
Kohn-Sham gap: 0.328 hartree

Mulliken atomic charge list, values in e, 5 entries:
1 N -0.39
2 C 0.13
3 N -0.72
4 N 0.31
5 C -0.44


Here is how they stack up, most stable first: A), B).


A) C11H17NO in the gas phase. Source: OMol25; level of theory: ωB97M-V/def2-TZVPD.

Cartesian coordinates (Å):
C: 1.2174 1.0578 0.2874
C: -1.6192 1.6456 1.4514
C: -1.6702 1.4947 -0.8895
C: -2.5803 1.6035 0.2535
C: -2.0021 0.3082 0.8087
C: -1.1608 0.1479 -0.4890
C: 0.3460 0.0780 -0.6468
C: 1.1745 -1.1281 0.4425
C: 0.8582 0.1789 -2.0959
C: 2.2919 -1.8436 -0.2935
C: 0.2615 -2.1455 1.1897
N: 1.5493 0.0600 1.1241
O: 1.5533 2.1987 0.2775
H: -0.6626 2.0026 1.6126
H: -2.3300 1.8310 2.3338
H: -2.0431 1.5680 -1.9948
H: -0.8932 2.3198 -0.8906
H: -3.5454 2.0365 0.4322
H: -2.2392 -0.5280 1.3796
H: -1.5788 -0.5785 -1.2490
H: 0.7274 -0.7904 -2.7467
H: 1.9307 0.3028 -2.1552
H: 0.3127 1.1073 -2.5207
H: 1.7683 -2.4437 -1.0196
H: 2.7833 -2.3298 0.4367
H: 2.9751 -1.1078 -0.7497
H: 0.7601 -3.1210 0.9791
H: -0.7037 -2.0580 0.7217
H: 0.2730 -1.8113 2.1700
H: 2.2460 -0.0559 1.8408

Output
SMILES: CC1(C)NC(=O)[C@]1(C)[C@@H]1C[C@@H]2C[C@@H]21
molecular weight: 179.3 g/mol
Kohn-Sham gap: 0.369 hartree

Mulliken atomic charge list, values in e, 5 entries:
1 C -0.54
2 C -0.71
3 C -0.89
4 C -0.54
5 C -0.73


B) C11H17NO in the gas phase. Source: OMol25; level of theory: ωB97M-V/def2-TZVPD.

Cartesian coordinates (Å):
C: 5.0917 -1.0070 -0.2895
C: 3.7387 -0.3265 -0.1356
C: 3.0735 0.0860 -1.2445
C: 1.8424 0.6693 -1.1169
C: 1.3178 0.8331 0.1299
C: -0.0644 1.4315 0.2907
C: -1.0597 0.2763 0.4145
O: -2.3658 0.6897 0.0571
C: -3.3067 -0.3518 0.3243
C: -4.4292 -0.3810 -0.7012
N: -5.6904 0.1560 -0.1158
C: 1.9946 0.4386 1.2475
C: 3.2210 -0.1434 1.1077
H: 5.0301 -1.9839 0.1891
H: 5.8794 -0.4181 0.1711
H: 5.2735 -1.1932 -1.3442
H: 3.4686 -0.0458 -2.2417
H: 1.2575 1.0041 -1.9617
H: -0.3159 2.0442 -0.5721
H: -0.1118 2.0773 1.1661
H: -0.7296 -0.4955 -0.2867
H: -1.0153 -0.0906 1.4451
H: -3.6680 -0.2339 1.3505
H: -2.7807 -1.3085 0.2748
H: -4.5868 -1.4296 -0.9725
H: -4.1619 0.1395 -1.6160
H: -6.4519 -0.3037 -0.6081
H: -5.7504 -0.2431 0.8165
H: 1.5604 0.5815 2.2248
H: 3.7392 -0.4714 1.9969

Output
SMILES: Cc1ccc(CCOCCN)cc1
molecular weight: 179.3 g/mol
Kohn-Sham gap: 0.365 hartree

Mulliken atomic charge list, values in e, 5 entries:
1 C -1.40
2 C 1.01
3 C -0.59
4 C -0.66
5 C 0.55


Here is how they stack up, most stable first: B), A).